Molecular formula: C15H26BiIO2P2
Method: DFT, ωB97M-V with the def2-TZVPD basis set

As for the net charge: +2. The HOMO energy (spin up / spin down) comes out at -14.15 / -14.49 eV. The electronic energy is -1931.7764 a.u. As for the LUMO energy (spin up / spin down): -8.88 / -8.38 eV. The frontier orbital gap (spin up / spin down) comes out at 5.27 / 6.11 eV.

Each line ends with the natural charge from an NBO analysis.
Cartesian coordinates (Å):
C1 -3.2657 2.2140 0.0367  -0.77
C2 -2.4881 1.1116 -0.5691  0.30
H1 -4.3346 2.3128 -0.2650  0.28
H2 -2.7759 3.1814 -0.1952  0.24
H3 -3.2477 2.1263 1.1431  0.25
O1 -2.9038 0.2637 -1.3637  -0.49
I1 2.7967 0.3641 0.3303  0.17
Bi1 -0.4185 1.3369 0.3166  0.77
P1 -0.9655 -0.6330 1.8866  1.03
C3 -1.0813 -2.3985 1.5799  -0.98
C4 0.1544 -0.3885 3.3147  -0.96
H4 -0.3133 -0.7099 4.2671  0.28
H5 -2.7708 -0.9693 3.4491  0.28
H6 0.4719 0.6675 3.3809  0.26
H7 -2.6568 0.7655 2.9453  0.26
H8 -0.0602 -2.7592 1.2675  0.27
H9 1.0610 -0.9890 3.1884  0.24
C5 -2.6076 -0.2798 2.5948  -0.95
H10 -1.3075 -3.0429 2.4483  0.29
H11 -3.3790 -0.4504 1.8213  0.27
H12 -1.7647 -2.5774 0.7255  0.27
P2 0.3765 2.3242 -1.8636  1.04
C6 0.7844 1.3827 -3.3509  -0.97
C7 -0.8408 3.5871 -2.3352  -0.97
H13 1.8328 3.5500 -0.3395  0.26
H14 2.0187 4.1461 -2.0333  0.28
H15 2.7860 2.5813 -1.4932  0.26
C8 1.8991 3.2418 -1.3996  -0.96
H16 -1.0966 4.2364 -1.4692  0.26
H17 -0.4277 4.2254 -3.1519  0.29
H18 1.1470 2.0690 -4.1509  0.28
H19 -0.1135 0.8398 -3.7023  0.29
H20 -1.7761 3.1032 -2.6903  0.28
H21 1.5733 0.6395 -3.1243  0.27
C9 0.0691 -0.9169 -0.9347  0.34
O2 -0.3143 -1.2123 -2.1048  -0.42
C10 3.0901 -3.6325 0.0346  -0.12
C11 3.0417 -2.7480 1.1508  -0.23
C12 2.1633 -1.6404 1.1920  -0.31
C13 0.7965 -1.8426 -0.1454  -0.18
C14 0.8931 -3.0577 -0.7346  -0.09
C15 2.0290 -3.7902 -0.8392  -0.20
H22 3.9425 -4.2377 -0.1404  0.25
H23 3.7776 -2.9407 1.9268  0.26
H24 2.2995 -1.2777 2.2662  0.26
H25 -0.1029 -3.3906 -1.1233  0.24
H26 2.0085 -4.3855 -1.7465  0.27